Version a
ORCA calculation (ωB97M-V/def2-TZVPD) on one molecule with the formula C7H6O3.

Each line ends with the Löwdin charge.
Cartesian coordinates (Å):
C1 -1.49 -1.15 -0.42  -0.10
C2 -2.21 -0.18 0.24  -0.10
H1 -2.10 -2.11 -0.76  0.15
O1 2.39 1.03 -1.17  0.01
C3 -1.59 0.94 0.78  -0.08
H2 0.64 -1.66 -1.08  0.15
C4 1.89 0.03 0.05  -0.40
H3 2.05 0.65 -1.93  0.02
O2 2.76 0.05 1.09  0.11
H4 0.30 1.90 1.11  0.14
H5 -3.31 -0.29 0.42  0.12
C5 -0.14 -1.05 -0.55  -0.03
H6 -2.16 1.77 1.30  0.13
O3 2.77 -1.00 0.22  0.09
C6 0.45 0.02 0.05  -0.20
C7 -0.24 1.04 0.66  -0.02

Computed properties:
LUMO: 0.72 eV
SMILES: OC1(c2ccccc2)OO1
Spin multiplicity: 1
Total charge: 0

***

Version b
ORCA calculation (ωB97M-V/def2-TZVPD) on one molecule with the formula C7H6O3.

Each line ends with the Löwdin charge.
Cartesian coordinates (Å):
C1 -0.91 0.30 -0.01  -0.17
H1 -2.85 1.11 -0.48  0.14
C2 1.10 1.71 0.14  -0.08
H2 1.77 2.58 0.13  0.11
O1 -0.53 -2.14 -0.09  0.10
H3 2.95 0.45 0.17  0.11
H4 -1.54 -2.18 -0.21  0.16
H5 1.54 -2.61 -0.03  0.17
O2 -3.04 -0.70 0.33  0.05
C3 -2.34 0.21 -0.04  -0.24
C4 -0.27 1.59 -0.08  -0.04
C5 1.28 -0.73 -0.03  -0.24
C6 1.88 0.52 0.10  -0.02
O3 2.11 -1.75 0.14  0.05
H6 -0.90 2.53 -0.03  0.13
C7 -0.23 -0.88 -0.02  -0.22

Computed properties:
LUMO: 0.25 eV
SMILES: O=Cc1cccc(O)c1O
Spin multiplicity: 1
Total charge: 0

***

Version c
ORCA calculation (ωB97M-V/def2-TZVPD) on one molecule with the formula C7H6O3.

Each line ends with the Löwdin charge.
Cartesian coordinates (Å):
H1 -0.58 0.45 2.99  0.08
C1 -0.98 -1.60 -0.87  -0.07
O1 0.45 1.84 1.29  0.12
C2 0.33 0.41 -0.66  -0.11
H2 2.09 0.62 -2.17  0.16
C3 -0.74 -0.29 1.29  -0.25
C4 0.08 0.71 0.75  -0.21
H3 -1.75 -2.01 0.99  0.12
C5 -1.31 -1.20 0.44  -0.02
O2 1.91 2.13 -0.80  0.05
H4 -1.35 -2.48 -1.35  0.10
O3 -0.93 -0.34 2.65  0.09
C6 -0.12 -0.70 -1.44  -0.06
H5 1.18 2.14 0.66  0.09
H6 0.22 -0.77 -2.54  0.13
C7 1.50 1.11 -1.24  -0.23

Computed properties:
LUMO: 0.09 eV
SMILES: O=Cc1cccc(O)c1O
Spin multiplicity: 1
Total charge: 0

***

version b wins, 11.6 kJ/mol ahead of the next structure.

***

Version a
ORCA calculation (ωB97M-V/def2-TZVPD) on CH2Cl2S2 as an isolated structure.

Each line ends with the Löwdin charge.
Cartesian coordinates (Å):
S1 1.13 -2.60 0.64  0.39
H1 0.19 -1.58 0.88  -0.21
C1 -0.46 1.76 -0.32  -1.76
S2 -0.07 0.60 -1.46  0.57
Cl1 0.60 2.57 0.69  0.61
Cl2 -2.05 1.99 0.24  0.58
H2 0.65 -2.74 -0.67  -0.19

Computed properties:
LUMO: -1.22 eV
Spin multiplicity: 1
Total charge: 0

***

Version b
ORCA calculation (ωB97M-V/def2-TZVPD) on a 2-piece molecular cluster, CH2Cl2S2 overall.

Each line ends with the Löwdin charge.
Cartesian coordinates (Å):
Cl1 0.75 -1.54 1.16  0.48
H1 2.33 -1.33 -0.66  -0.20
Cl2 -2.89 0.93 -0.76  0.28
S1 2.28 -0.08 -0.93  0.71
C1 1.09 0.08 0.41  -1.60
S2 0.32 1.41 0.85  0.60
H2 -3.87 0.53 -0.07  -0.25

Computed properties:
LUMO: -0.56 eV
SMILES: S=C(S)Cl.Cl
Spin multiplicity: 1
Total charge: 0

***

version b wins, 46.4 kJ/mol ahead of the next structure.

***

Version a
ORCA calculation (ωB97M-V/def2-TZVPD) on one molecule with the formula C2H5OPS2.

Each line ends with the Löwdin charge.
Cartesian coordinates (Å):
S1 -0.33 2.05 0.33  0.44
H1 -2.05 1.14 -1.83  0.13
P1 -2.71 0.41 0.16  0.54
H2 1.63 0.70 0.45  0.08
C1 0.55 0.55 0.75  -0.82
C2 -0.05 -0.73 0.21  -0.67
O1 -2.25 0.22 -1.33  -0.54
H3 -0.13 -0.44 -0.97  0.12
H4 0.72 0.40 1.87  0.08
S2 -1.62 -1.07 0.97  0.56
H5 0.69 -1.51 0.57  0.09

Computed properties:
LUMO (spin up / spin down): -0.96 / -0.96 eV
Spin multiplicity: 1
Total charge: 0

***

Version b
ORCA calculation (ωB97M-V/def2-TZVPD) on one molecule with the formula C2H5OPS2.

Each line ends with the Löwdin charge.
Cartesian coordinates (Å):
H1 -0.68 1.56 -0.80  0.05
H2 -1.47 1.23 0.40  0.00
H3 0.65 0.39 0.95  0.09
S1 -4.26 1.11 0.42  0.13
C1 -0.88 0.66 -0.28  -0.53
H4 -0.24 -1.16 0.84  0.06
S2 -2.04 -0.18 -1.49  0.71
P1 -4.29 -0.83 0.54  0.50
O1 -2.73 -1.33 -0.61  -0.95
C2 0.17 -0.36 0.22  -0.15
H5 0.78 -0.71 -0.64  0.08

Computed properties:
LUMO: -1.70 eV
SMILES: CCSOP=S
Spin multiplicity: 1
Total charge: 0

***

version a wins, 55.0 kJ/mol ahead of the next structure.

***

Version a
ORCA calculation (ωB97M-V/def2-TZVPD) on a 2-piece molecular cluster, C4H10OS overall.

Each line ends with the Löwdin charge.
Cartesian coordinates (Å):
S1 0.90 2.36 -1.04  0.71
O1 0.31 -1.16 1.78  -0.04
H1 0.23 1.80 1.22  0.03
H2 1.22 0.59 0.51  -0.01
C1 0.10 -1.78 0.56  -0.27
H3 -2.00 -2.23 0.81  0.06
H4 -1.41 1.60 -1.47  0.03
H5 -0.18 1.42 -2.79  0.02
C2 1.13 1.67 0.64  -0.42
C3 -1.11 -2.20 0.21  0.00
H6 0.95 -1.86 -0.08  0.11
C4 -0.40 1.30 -1.72  -0.42
H7 -0.33 -1.40 2.45  0.10
H8 2.00 2.11 1.13  0.03
H9 -0.19 0.29 -1.38  0.00
H10 -1.22 -2.52 -0.83  0.05

Computed properties:
LUMO: 0.81 eV
SMILES: C=CO.CSC
Spin multiplicity: 1
Total charge: 0

***

Version b
ORCA calculation (ωB97M-V/def2-TZVPD) on one molecule with the formula C4H10OS.

Each line ends with the Löwdin charge.
Cartesian coordinates (Å):
H1 -0.83 -1.71 0.44  0.15
C1 -2.01 0.50 -0.08  -0.16
H2 0.44 -1.16 2.38  0.06
C2 1.40 0.83 -1.34  -0.41
H3 -2.91 -0.21 0.45  0.15
H4 2.19 0.85 -0.48  0.05
H5 -2.42 1.66 -0.22  0.13
C3 0.88 -0.90 1.41  -0.14
S1 0.54 -0.79 -1.26  0.78
H6 1.99 0.84 -2.44  0.09
C4 -0.22 -0.69 0.35  -0.81
O1 -0.79 0.53 0.65  -0.23
H7 1.68 -1.74 1.05  0.12
H8 -1.73 0.21 -1.11  0.03
H9 0.45 1.61 -1.40  0.08
H10 1.35 0.15 1.61  0.10

Computed properties:
LUMO: 0.85 eV
SMILES: CO[C@H](C)SC
Spin multiplicity: 1
Total charge: 0

***

version a wins, 151.5 kJ/mol ahead of the next structure.

***

Version a
ORCA calculation (ωB97M-V/def2-TZVPD) on one molecule with the formula C4H10OS.

Each line ends with the Löwdin charge.
Cartesian coordinates (Å):
H1 -1.12 -0.74 -0.09  0.11
S1 0.09 1.23 -1.15  0.80
H2 1.34 0.64 0.84  0.09
H3 -1.96 -1.54 2.01  0.05
H4 -0.22 1.58 1.08  0.07
C1 0.29 0.76 0.58  -0.44
C2 -0.47 -0.55 0.79  -0.52
C3 0.96 -0.13 -1.95  -0.42
H5 0.03 -2.37 0.98  0.09
H6 1.24 0.18 -2.97  0.04
C4 -1.49 -0.61 1.95  -0.04
H7 -0.98 -0.42 2.92  0.09
H8 -2.24 0.16 1.79  0.08
H9 0.44 -1.08 -2.03  0.03
H10 1.88 -0.30 -1.47  0.02
O1 0.54 -1.56 0.89  -0.05

Computed properties:
LUMO: 0.88 eV
SMILES: CSC[C@H](C)O
Spin multiplicity: 1
Total charge: 0

***

Version b
ORCA calculation (ωB97M-V/def2-TZVPD) on a 2-piece molecular cluster, C4H10OS overall.

Each line ends with the Löwdin charge.
Cartesian coordinates (Å):
H1 1.35 -1.47 0.57  0.07
H2 -2.41 0.12 -0.17  0.01
H3 -3.61 0.58 -1.37  0.02
C1 -2.60 0.23 -1.24  -0.41
C2 -2.15 2.83 -0.62  -0.42
H4 4.28 -3.07 1.68  0.10
S1 -1.36 1.54 -1.69  0.69
H5 -2.95 3.38 -1.05  0.01
O1 4.53 -2.13 1.75  -0.01
C3 2.26 -2.08 0.81  -0.01
C4 3.32 -1.55 1.41  -0.29
H6 2.17 -3.15 0.65  0.04
H7 -1.33 3.57 -0.59  0.03
H8 -2.30 -0.70 -1.78  0.04
H9 -2.65 2.37 0.22  0.02
H10 3.43 -0.46 1.42  0.11

Computed properties:
LUMO: 0.87 eV
SMILES: C=CO.CSC
Spin multiplicity: 1
Total charge: 0

***

Version c
ORCA calculation (ωB97M-V/def2-TZVPD) on a 2-piece molecular cluster, C4H10OS overall.

Each line ends with the Löwdin charge.
Cartesian coordinates (Å):
C1 1.00 -2.60 -1.54  -0.01
C2 -1.22 0.08 -0.19  -0.22
C3 1.32 -2.22 -0.31  -0.27
H1 -2.20 0.29 -0.68  0.06
C4 -0.54 1.48 -0.09  -0.72
H2 1.75 -2.51 -2.30  0.05
O1 2.64 -2.19 0.11  -0.02
S1 -1.41 2.62 0.95  0.66
H3 -0.67 -0.50 -1.04  0.08
H4 2.62 -2.10 1.07  0.09
H5 -0.46 1.82 -1.19  0.09
H6 -1.60 -0.27 0.82  0.08
H7 0.60 -1.86 0.39  0.08
H8 0.55 1.39 0.22  0.07
H9 -2.53 1.82 1.30  -0.10
H10 -0.05 -2.88 -1.82  0.08

Computed properties:
LUMO: 0.71 eV
SMILES: C=CO.CCS
Spin multiplicity: 1
Total charge: 0

***

version a wins, 127.1 kJ/mol ahead of the next structure.

***

Version a
ORCA calculation (ωB97M-V/def2-TZVPD) on a 2-piece molecular cluster, C4H10OS overall.

Each line ends with the Löwdin charge.
Cartesian coordinates (Å):
H1 -0.53 0.78 -2.61  0.07
H2 -1.48 0.90 1.51  0.07
C1 0.32 0.84 0.33  -0.26
H3 1.20 -2.03 1.62  0.03
H4 0.83 0.49 1.26  0.10
S1 -2.14 1.24 -0.85  0.80
H5 -1.12 2.51 0.83  0.06
C2 -0.91 0.20 -1.75  -0.47
C3 0.14 -0.29 -0.72  -0.26
H6 -0.22 -1.12 -0.09  0.10
H7 -1.47 -0.67 -2.15  0.06
C4 -1.09 1.42 0.62  -0.50
H8 1.10 -0.61 -1.17  0.11
O1 2.12 -2.25 1.38  -0.09
H9 0.94 1.65 -0.10  0.11
H10 2.32 -3.07 1.89  0.05

Computed properties:
LUMO: 0.66 eV
SMILES: C1CCSC1.O
Spin multiplicity: 1
Total charge: 0

***

Version b
ORCA calculation (ωB97M-V/def2-TZVPD) on a 2-piece molecular cluster, C4H10OS overall.

Each line ends with the Löwdin charge.
Cartesian coordinates (Å):
H1 0.36 -1.45 0.02  0.09
H2 -1.56 0.44 1.55  -0.08
H3 -0.95 -2.56 0.30  0.05
O1 2.36 0.40 -1.19  0.06
C1 -1.84 -0.92 -0.73  -0.21
H4 2.24 2.45 -1.01  0.11
S1 -1.37 -0.94 1.96  0.63
H5 1.49 -0.04 -1.27  0.12
H6 -1.57 -1.22 -1.77  0.07
H7 0.49 1.71 0.92  0.01
C2 1.56 1.61 0.76  -0.13
C3 -0.80 -1.47 0.32  -0.67
C4 2.21 1.51 -0.46  -0.20
H8 -2.90 -1.32 -0.37  0.11
H9 2.17 1.68 1.69  0.04
H10 -1.87 0.12 -0.73  0.01

Computed properties:
LUMO: -1.41 eV
SMILES: C=CO.CCS
Spin multiplicity: 1
Total charge: 0

***

version a wins, 595.7 kJ/mol ahead of the next structure.

***

Version a
ORCA calculation (ωB97M-V/def2-TZVPD) on a 4-piece molecular cluster, C3H14O4 overall.

Each line ends with the Löwdin charge.
Cartesian coordinates (Å):
H1 0.89 -2.60 -2.22  0.04
O1 -0.02 0.74 -3.29  -0.06
H2 -0.51 -2.75 1.19  0.03
H3 -1.52 -0.04 0.20  0.08
O2 0.57 -1.76 -1.87  -0.07
O3 0.12 0.45 2.24  -0.06
H4 -1.73 1.64 -0.30  0.08
C1 0.93 1.38 0.25  -0.05
H5 1.88 1.42 0.77  0.08
H6 0.55 -1.78 1.64  0.01
C2 -1.54 0.99 0.56  -0.06
C3 -0.23 1.40 1.22  -0.48
H7 0.57 -1.18 -2.65  0.00
H8 -0.67 0.59 -2.59  0.03
H9 -0.37 2.38 1.68  0.13
H10 -2.37 1.06 1.27  0.08
H11 0.91 2.26 -0.42  0.09
H12 0.85 0.50 -0.38  0.06
H13 -0.64 0.24 2.78  0.09
H14 -0.34 1.50 -3.79  0.05
O4 0.22 -2.67 1.81  -0.07

Computed properties:
LUMO: 0.45 eV
SMILES: CC(C)O.O.O.O
Spin multiplicity: 1
Total charge: 0

***

Version b
ORCA calculation (ωB97M-V/def2-TZVPD) on a 4-piece molecular cluster, C3H14O4 overall.

Each line ends with the Löwdin charge.
Cartesian coordinates (Å):
H1 0.88 0.69 1.66  0.00
H2 -1.45 -1.19 -2.69  0.14
O1 2.42 -1.26 2.66  -0.05
C1 -0.56 -0.87 -0.61  -0.25
H3 -1.71 1.21 -2.28  0.11
C2 -0.66 0.78 -2.43  -0.16
H4 0.19 -1.61 -0.25  0.13
H5 2.32 -2.18 2.50  0.01
H6 2.35 -0.59 1.99  -0.02
C3 -0.59 -0.67 -2.13  -0.25
O2 1.69 1.18 1.43  -0.08
H7 -1.81 1.24 2.85  0.02
O3 -1.41 0.47 2.50  -0.04
H8 0.34 -1.10 -2.50  0.10
H9 -0.73 0.82 -3.52  0.07
H10 0.06 1.57 -2.32  0.07
H11 1.82 1.16 0.47  0.05
H12 -0.64 0.21 3.07  0.07
H13 -1.55 -1.23 -0.41  0.10
O4 -0.14 0.30 0.09  -0.17
H14 -0.80 1.06 -0.07  0.14

Computed properties:
LUMO: 0.58 eV
SMILES: CCCO.O.O.O
Spin multiplicity: 1
Total charge: 0

***

version a wins, 163.7 kJ/mol ahead of the next structure.